No. 1
The following is a quantum chemistry calculation of a structure of composition C14H6Cl8N3O2Zr, from the OMol25 dataset.

```
34
C14H6Cl8N3O2Zr | the OMol25 dataset | wB97M-V/def2-TZVPD
Zr -0.471 0.286 -0.867
Cl -3.239 -3.422 4.724
C -2.592 -2.859 3.265
C -2.160 -1.524 3.179
Cl -2.265 -0.444 4.490
C -1.633 -1.110 1.974
Cl -1.060 0.548 1.716
C -1.523 -1.951 0.880
O -0.953 -1.401 -0.249
C -1.945 -3.264 0.946
Cl -1.799 -4.261 -0.429
C -2.485 -3.721 2.158
Cl -3.013 -5.325 2.276
N 6.999 0.346 -0.660
C 5.850 0.333 -0.679
C 4.423 0.315 -0.703
C 3.716 -0.659 0.013
C 2.346 -0.651 -0.034
N 1.656 0.277 -0.756
C 2.352 1.223 -1.447
C 3.719 1.274 -1.446
H 4.238 -1.409 0.592
H 1.765 -1.393 0.499
H 1.780 1.957 -2.008
H 4.244 2.037 -2.005
Cl -1.731 5.648 0.235
C -2.615 4.662 -0.921
Cl -2.534 5.297 -2.555
Cl -4.254 4.317 -0.405
C -1.909 3.358 -0.950
N -1.360 2.344 -0.971
O -1.055 -0.162 -2.937
H -1.309 -1.067 -3.203
H -1.184 0.402 -3.722
```

Values from the calculation:
Highest occupied orbital energy (eV): -17.2
Calculated total energy (hartree): -4579.4282
Net charge: +3
Frontier orbital gap (eV): 5.45
Strongest force on any atom (Eh/bohr): 0.00734
Relative energy (zero: lowest compared OMol25 entry of this formula, charge and spin) (kcal/mol): 0.5

=====

No. 2
The following is a quantum chemistry calculation of a structure of composition C14H6F6FeO5, from the OMol25 dataset.

```
32
C14H6F6FeO5 | the OMol25 dataset | wB97M-V/def2-TZVPD
Fe 0.166 -0.403 -1.161
O 2.277 4.554 1.589
C 1.883 3.560 1.037
C 1.174 3.502 -0.323
O 0.912 4.450 -1.034
C 0.895 2.086 -0.526
C 1.342 1.299 0.540
O 1.157 0.028 0.543
C 1.965 2.132 1.575
O 2.436 1.793 2.639
O 0.289 1.524 -1.536
F -1.067 -0.549 4.127
C -1.352 -0.506 2.813
C -1.429 -1.701 2.114
C -1.726 -1.669 0.770
C -1.941 -0.433 0.097
C -2.196 -0.369 -1.291
C -1.844 0.761 0.869
C -1.556 0.726 2.211
H -1.246 -2.633 2.630
H -1.771 -2.590 0.203
H -2.337 0.590 -1.768
H -2.435 -1.263 -1.851
H -1.973 1.715 0.372
H -1.452 1.631 2.794
F -0.103 -3.283 -1.730
C 0.537 -2.160 -2.253
F 0.030 -2.036 -3.543
C 1.988 -2.594 -2.439
F 2.535 -2.909 -1.254
F 2.706 -1.590 -2.969
F 2.135 -3.660 -3.246
```

Values from the calculation:
Highest occupied orbital energy (spin up / spin down) (eV): -4.8 / -4.9
Calculated total energy (hartree): -2776.2665
Net charge: -1
2S+1: 6
Frontier orbital gap (spin up / spin down) (eV): 7.73 / 6.00
Strongest force on any atom (Eh/bohr): 0.00688
Relative energy (zero: lowest compared OMol25 entry of this formula, charge and spin) (kcal/mol): 2.5
<S²>: 8.798

=====

No. 3
The following is a quantum chemistry calculation of a structure of composition C14H7Cl2F3NO4PtS, from the OMol25 dataset.

```
33
C14H7Cl2F3NO4PtS | the OMol25 dataset | wB97M-V/def2-TZVPD
Pt 0.205 -0.952 -0.384
O -4.051 -2.022 -0.293
C -2.940 -1.490 -0.295
O -1.810 -2.053 -0.289
C -2.934 0.050 -0.291
C -4.125 0.766 -0.352
C -4.063 2.147 -0.358
C -2.821 2.768 -0.303
C -1.689 1.974 -0.243
N -1.755 0.646 -0.226
H -5.053 0.215 -0.401
H -4.969 2.738 -0.415
H -2.728 3.846 -0.320
H -0.692 2.400 -0.228
Cl 0.178 -1.093 1.866
C 1.862 -1.022 2.361
C 2.127 -1.068 3.715
C 3.442 -1.023 4.143
C 4.456 -0.936 3.194
C 4.153 -0.891 1.850
Cl 5.456 -0.784 0.716
C 2.828 -0.930 1.363
S 2.477 -0.877 -0.313
H 1.307 -1.138 4.418
H 3.677 -1.057 5.197
H 5.494 -0.901 3.494
F 0.165 -1.221 -4.966
C 0.255 0.044 -4.543
F -0.819 0.703 -5.017
F 1.341 0.584 -5.125
C 0.334 0.197 -2.996
O 0.486 1.315 -2.560
O 0.205 -0.932 -2.397
```

Values from the calculation:
Highest occupied orbital energy (eV): -4.6
Calculated total energy (hartree): -2631.0644
Net charge: -1
Frontier orbital gap (eV): 7.11
Strongest force on any atom (Eh/bohr): 0.01472
Relative energy (zero: lowest compared OMol25 entry of this formula, charge and spin) (kcal/mol): 12.3

=====

No. 4
The following is a quantum chemistry calculation of a cluster of 2 separate species, C14H7N4O8S2 in total at a distorted geometry, from the OMol25 dataset.

```
35
C14H7N4O8S2 | the OMol25 dataset | wB97M-V/def2-TZVPD
N -1.583 -3.959 3.424
C -1.151 -2.890 3.220
C -0.603 -1.603 2.938
C 0.762 -1.303 2.885
C 1.216 0.047 2.751
N 2.611 0.360 2.879
O 3.428 -0.540 3.170
O 2.948 1.559 2.724
C 0.320 1.115 2.575
C -1.025 0.789 2.527
N -2.110 1.653 2.729
O -2.228 2.863 2.678
O -3.180 0.831 3.182
N -2.831 -0.537 3.141
C -1.534 -0.521 2.747
H 1.500 -2.101 2.986
H 0.638 2.152 2.598
C 0.521 2.393 -5.252
C -0.273 2.438 -4.106
C 0.272 2.024 -2.895
C 1.577 1.591 -2.824
C 2.391 1.566 -3.951
C 1.852 1.959 -5.174
S 2.136 1.204 -1.157
O 2.346 -0.226 -1.112
O 3.199 2.135 -0.854
C 0.742 1.666 -0.286
S -0.565 2.078 -1.302
O -0.912 3.464 -1.039
O -1.575 1.050 -1.327
H 0.103 2.694 -6.215
H -1.302 2.782 -4.149
H 3.424 1.238 -3.869
H 2.469 1.922 -6.075
H 0.917 2.285 0.593
```

Values from the calculation:
Highest occupied orbital energy (eV): -4.7
Calculated total energy (hartree): -2154.7575
Net charge: -1
Frontier orbital gap (eV): 5.09
Strongest force on any atom (Eh/bohr): 0.05612
Relative energy (zero: lowest compared OMol25 entry of this formula, charge and spin) (kcal/mol): 1.8

=====

No. 5
The following is a quantum chemistry calculation of a structure of composition C14H8BF9MnN5O2S, from the OMol25 dataset.

```
41
C14H8BF9MnN5O2S | the OMol25 dataset | wB97M-V/def2-TZVPD
Mn -0.264 0.089 0.477
F 5.997 2.643 -0.879
C 4.675 2.600 -0.670
C 3.992 1.400 -0.751
F 4.660 0.279 -1.044
C 2.629 1.373 -0.536
F 2.019 0.173 -0.649
C 1.880 2.504 -0.225
S 0.151 2.474 0.055
C 2.606 3.693 -0.153
F 1.984 4.843 0.136
C 3.971 3.751 -0.370
F 4.619 4.921 -0.289
N -5.079 -1.713 0.060
N -4.198 -0.654 0.219
N -4.309 0.461 -0.483
C -3.202 1.087 -0.145
N -2.475 0.375 0.743
N -3.130 -0.740 0.950
H -5.079 -2.208 0.945
H -4.649 -2.320 -0.636
H -2.898 2.041 -0.537
O 0.182 -1.445 4.076
C 0.795 -1.452 3.020
O 0.641 -0.606 2.060
C 1.847 -2.520 2.778
C 2.195 -3.370 3.822
C 3.147 -4.360 3.634
C 3.753 -4.513 2.392
C 3.404 -3.673 1.345
C 2.456 -2.677 1.539
H 1.700 -3.232 4.774
H 3.418 -5.016 4.452
H 4.494 -5.290 2.243
H 3.867 -3.790 0.374
H 2.178 -2.019 0.729
F -0.978 -0.402 -1.646
B -1.158 -1.829 -1.521
F -0.493 -2.496 -2.513
F -2.526 -2.116 -1.510
F -0.597 -2.100 -0.233
```

Values from the calculation:
Highest occupied orbital energy (spin up / spin down) (eV): -5.4 / -5.5
Calculated total energy (hartree): -3435.7713
Net charge: -1
2S+1: 6
Frontier orbital gap (spin up / spin down) (eV): 8.02 / 8.16
Strongest force on any atom (Eh/bohr): 0.00437
Relative energy (zero: lowest compared OMol25 entry of this formula, charge and spin) (kcal/mol): 0.0
<S²>: 8.754

=====

No. 6
The following is a quantum chemistry calculation of the ion C14H8Cl4NO4 with charge -1 at a distorted geometry, from the OMol25 dataset.

```
31
C14H8Cl4NO4 | the OMol25 dataset | wB97M-V/def2-TZVPD
C -3.019 6.718 4.427
C -2.188 5.953 3.422
C -0.960 6.377 2.890
C -0.239 5.571 1.939
C -0.887 4.422 1.474
C -0.308 3.636 0.371
O 1.172 3.219 0.997
C 1.536 1.985 0.891
C 1.619 1.194 2.153
O 1.287 1.688 3.232
C 2.267 -0.103 2.069
Cl 2.393 -0.963 3.513
C 2.910 -0.548 0.923
Cl 3.777 -2.016 0.925
C 3.007 0.328 -0.193
Cl 4.020 -0.125 -1.517
C 2.344 1.588 -0.210
Cl 2.684 2.692 -1.488
N -0.005 4.359 -0.852
O -0.089 3.761 -1.979
O 0.403 5.507 -0.709
C -2.100 3.968 1.976
C -2.774 4.777 2.906
H -3.892 6.116 4.697
H -2.466 6.924 5.380
H -3.366 7.659 3.979
H -0.566 7.345 3.169
H 0.709 5.852 1.527
H -0.885 2.745 0.086
H -2.461 3.023 1.543
H -3.789 4.504 3.173
```

Values from the calculation:
Highest occupied orbital energy (eV): -3.6
Calculated total energy (hartree): -2734.7001
Net charge: -1
Frontier orbital gap (eV): 5.55
Strongest force on any atom (Eh/bohr): 0.09961
Relative energy (zero: lowest compared OMol25 entry of this formula, charge and spin) (kcal/mol): 35.9
Structure (SMILES): Cc1ccc([C@H](Oc2c([O-])c(Cl)c(Cl)c(Cl)c2Cl)[N+](=O)[O-])cc1